# 1
The following is a DFT calculation (wB97M-V/def2-TZVPD) of a cluster of 2 separate species, C35H56BrN4O8PS2 in total at a distorted geometry.

Geometry (Å):
Br  2.32405  -2.54538  -0.38600
S  -0.82303  -2.93988  1.41841
S  -2.01651  -1.27038  -0.84584
P  -4.85196  3.18167  -3.15746
O  -3.47279  4.02453  -2.54077
O  0.21469  0.57642  4.84349
O  -3.99701  2.57270  -4.27711
O  2.57323  1.78790  -0.76214
O  5.98655  -2.87480  0.02017
O  -6.23109  2.33885  -3.77422
O  0.12368  2.36908  3.24676
O  -4.82078  2.19956  -1.83844
N  7.10058  -1.18974  1.53726
N  4.07698  -0.66916  -1.59820
N  -1.22261  4.96020  0.30583
N  -3.40282  -3.54551  0.30167
C  -4.99009  -4.19247  2.54127
C  1.15463  0.37254  0.93841
C  -2.15375  -7.66203  0.88844
C  7.18547  -0.92799  3.02468
C  -3.17285  -5.02119  0.12618
C  -7.06930  3.15996  -4.56157
C  -3.52320  -7.31072  -1.61656
C  -4.39849  -3.20243  1.37938
C  -4.97820  -1.63358  1.36537
C  7.00901  0.07852  0.71790
C  0.13056  -0.20213  -2.35139
C  -2.90193  4.97332  -3.42606
C  2.71708  2.93877  0.13705
C  -2.73238  -8.30977  -0.53844
C  -6.61715  -2.01217  3.63141
C  -4.80881  0.79526  -2.01757
C  -6.07006  -3.57204  3.63836
C  0.25594  5.31090  0.14924
C  1.73855  -0.42972  -2.54610
C  5.40503  2.27725  0.21341
C  -6.05941  -1.03221  2.44069
C  4.14827  3.05217  0.92145
C  4.79885  -2.60303  2.26012
C  1.58095  0.26038  2.52232
C  2.45963  0.51163  -0.04295
C  0.97928  4.48528  -1.11236
C  -3.75472  -5.69618  -1.28915
C  -0.74736  -1.59328  -2.18349
C  2.59199  -0.69066  -1.17557
C  -2.13710  -2.72934  0.36263
C  6.02167  -2.19367  1.19532
C  6.01681  1.23207  1.32753
C  2.61808  4.29346  -0.83899
C  0.58648  1.14761  3.52431
C  -2.39592  -6.04493  1.13926
H  6.19009  -0.52981  3.51264
H  -4.59214  -0.91158  0.51216
H  -4.36039  0.50115  -2.96783
H  -6.51904  3.55117  -5.41879
H  2.14042  0.50472  -3.17070
H  5.18093  1.80588  -0.83334
H  -3.68235  5.49718  -3.98259
H  0.75725  5.06680  1.18914
H  5.29339  -3.12042  3.21173
H  1.86780  3.06849  0.93068
H  0.50503  1.37002  0.84655
H  2.98247  5.23750  -0.21467
H  4.25940  0.21699  -2.15946
H  -0.17584  0.54267  -1.50270
H  -1.68606  5.07019  -0.62295
H  4.67961  -0.70889  -0.74740
H  3.98346  2.55246  1.99307
H  -1.94819  -5.59624  2.14830
H  -7.91445  2.56466  -4.91819
H  7.38944  -1.98447  3.54091
H  -6.45144  0.09377  2.39034
H  -0.25956  0.29102  -3.36665
H  0.30846  6.47102  -0.02353
H  -7.36459  -1.57577  4.42547
H  -2.33594  5.69974  -2.83759
H  -4.30236  -4.96987  -2.05848
H  -6.49595  -4.25664  4.51539
H  6.25454  3.09665  0.03833
H  0.44272  3.41909  -1.10996
H  4.08897  -3.43391  1.79166
H  6.66815  1.85640  2.10925
H  4.35442  4.19059  1.13791
H  0.44828  -0.49110  0.56032
H  8.10622  0.54793  0.71193
H  -0.10115  -2.55811  -2.04434
H  -2.58304  -9.45342  -0.79328
H  3.22226  4.12081  -1.82662
H  2.66343  0.73766  2.67849
H  3.41499  0.37503  0.66021
H  -2.21810  4.47180  -4.11569
H  6.75927  -0.14769  -0.41515
H  -1.36299  -1.75862  -3.19299
H  -4.65901  -5.31316  2.59216
H  -5.83456  0.41767  -1.96227
H  1.65315  -0.83844  2.91991
H  -4.23012  0.34679  -1.20714
H  -1.70955  5.65614  0.93344
H  -7.44939  3.98727  -3.95640
H  -1.55407  -8.32269  1.68097
H  0.75743  4.97234  -2.15485
H  -3.90096  -7.79199  -2.63086
H  8.06329  -0.21723  3.33537
H  -0.44363  1.21042  5.25764
H  5.16528  0.69579  1.96768
H  4.20885  -1.65428  2.64086
H  1.87722  -1.37911  -3.23592

Properties
HOMO-LUMO gap: 5.30 eV
E: -5898.84074 hartree
Largest force on an atom: 10.3 eV/Å
LUMO energy: -0.100 hartree
SMILES: CC(=O)N(C)CCCC[C@@H](CCCN)O[C@@H](CCC(=O)O)[C@@](N)(Br)CCCSC(=S)N(c1ccccc1)c1ccccc1.COP(=O)(OC)OC

Atom charges from the Löwdin analysis, given in e for atoms 1 to 6: number 1, Br, carries 0.713; number 2, S, carries 0.652; number 3, S, carries 0.782; number 4, P, carries 0.761; number 5, O, carries -0.265; number 6, O, carries -0.016

=====

# 2
The following is a DFT calculation (wB97M-V/def2-TZVPD) of the molecule C5H9N.

Geometry (Å):
N  -0.69928  0.28641  -2.53924
C  0.65514  -0.76680  -0.58840
C  -0.17736  0.22947  -1.39070
C  0.50284  0.16716  0.64675
C  -0.34430  -0.40901  1.77039
C  -0.22241  1.21922  -0.24144
H  0.21666  -1.76623  -0.48314
H  -0.49253  -0.56501  -3.06813
H  -1.23106  1.50296  0.07854
H  0.16265  -1.24889  2.25875
H  -0.56016  0.34773  2.53269
H  0.34952  2.13229  -0.43714
H  1.46311  0.51922  1.03712
H  1.68070  -0.87275  -0.95932
H  -1.30352  -0.77578  1.38329

Properties
HOMO-LUMO gap: 10.71 eV
E: -250.63378 hartree
Largest force on an atom: 0.4 eV/Å
LUMO energy: 0.039 hartree
SMILES: CC1CC(=N)C1

Atom charges from the Löwdin analysis, given in e for atoms 1 to 6: number 1, N, carries 0.134; number 2, C, carries -0.088; number 3, C, carries -0.386; number 4, C, carries -0.353; number 5, C, carries -0.086; number 6, C, carries -0.092

=====

# 3
The following is a DFT calculation (wB97M-V/def2-TZVPD) of a cluster of 2 separate species, C4H7N2 in total at a distorted geometry.

Geometry (Å):
N  1.32941  -0.59605  -1.73532
N  -0.62502  0.50692  -0.08311
C  -1.02721  0.99052  1.26805
C  0.21382  1.15363  -0.85824
C  -0.43397  -0.39424  1.17446
C  1.74847  -1.56600  -2.18955
H  -1.40043  0.33851  -0.69603
H  0.64117  -0.51144  1.46265
H  -1.12672  -1.25452  1.36942
H  -2.13745  0.97349  1.59166
H  2.00272  -2.45040  -2.70895
H  1.20930  1.10456  -0.46632
H  -0.39409  1.70504  1.87128

Properties
HOMO-LUMO gap: 9.00 eV
E: -265.63356 hartree
Largest force on an atom: 5.3 eV/Å
LUMO energy: -0.173 hartree
Charge: +1

Atom charges from the Löwdin analysis, given in e for atoms 1 to 6: number 1, N, carries 0.104; number 2, N, carries -0.175; number 3, C, carries -0.023; number 4, C, carries 0.117; number 5, C, carries 0.011; number 6, C, carries 0.083

=====

# 4
The following is a DFT calculation (wB97M-V/def2-TZVPD) of a cluster of 2 separate species, C4H12N3 in total at a distorted geometry.

Geometry (Å):
N  0.93474  3.33010  1.49263
N  -0.03684  -0.72684  0.91336
N  0.73800  1.65411  -0.17545
C  -1.15606  -3.26317  -1.76970
C  -1.15200  -2.22955  -0.68085
C  -0.03025  -1.74776  -0.14499
C  0.76959  2.88522  0.22129
H  -0.48935  -2.94600  -2.59996
H  0.94806  -2.05116  -0.48301
H  0.54920  -0.96131  1.71520
H  -2.18004  -3.28664  -2.19645
H  0.83142  1.57084  -1.17350
H  0.60632  3.72623  -0.46871
H  -2.14097  -2.00349  -0.27049
H  -0.96374  -0.54741  1.26690
H  -0.83269  -4.27035  -1.48949
H  0.49786  4.24095  1.66155
H  0.31937  0.24866  0.47012
H  0.81568  2.60967  2.19956

Properties
HOMO-LUMO gap: 10.89 eV
E: -323.62355 hartree
Largest force on an atom: 1.5 eV/Å
LUMO energy: -0.106 hartree
Charge: +1

Atom charges from the Löwdin analysis, given in e for atoms 1 to 6: number 1, N, carries 0.111; number 2, N, carries 0.129; number 3, N, carries 0.044; number 4, C, carries -0.087; number 5, C, carries -0.126; number 6, C, carries -0.111

=====

# 5
The following is a DFT calculation (wB97M-V/def2-TZVPD) of a structure of composition C3H4INO at a distorted geometry.

Geometry (Å):
I  1.32226  0.22667  2.50421
O  0.20757  -0.95806  -0.96325
N  -1.31808  -0.13334  0.41582
C  -0.37099  0.76480  0.40313
C  0.71808  0.29614  -0.62275
C  -0.93470  -1.14782  -0.28025
H  0.68458  1.05302  -1.35628
H  1.72870  0.25547  -0.20055
H  -0.51709  1.72438  0.54578
H  -1.52034  -2.08127  -0.44586

Properties
HOMO-LUMO gap: 7.07 eV
E: -544.32855 hartree
Largest force on an atom: 6.3 eV/Å
LUMO energy: -0.055 hartree

Atom charges from the Löwdin analysis, given in e for atoms 1 to 6: number 1, I, carries 0.184; number 2, O, carries 0.000; number 3, N, carries 0.070; number 4, C, carries -0.292; number 5, C, carries -0.222; number 6, C, carries -0.116

=====

# 6
The following is a DFT calculation (wB97M-V/def2-TZVPD) of a cluster of 7 separate species, C23H26Cl6N4 in total at a distorted geometry.

Geometry (Å):
Cl  28.75690  12.45037  2.67772
Cl  30.62960  11.40865  0.75996
Cl  28.39961  9.91400  6.52140
Cl  31.08567  12.76147  5.46107
Cl  29.80794  8.25189  4.56852
Cl  30.15463  15.21804  4.17798
N  28.08353  10.47068  -4.08429
N  24.19276  13.65524  3.59467
N  34.55411  13.21063  3.94485
N  26.61522  9.54380  2.19241
C  25.77336  8.90516  1.34488
C  25.05054  13.04373  2.78836
C  28.35046  10.12143  -2.81846
C  35.78147  13.74225  3.75387
C  31.42485  14.50980  5.18869
C  29.88866  11.09994  2.34575
C  23.35946  12.84073  1.03341
C  22.56338  13.60016  1.84145
C  29.17826  8.37191  6.28348
C  24.65885  12.57250  1.50629
C  27.25807  12.61407  -3.21177
C  36.40411  13.84876  2.54016
C  22.97493  13.97575  3.13323
C  34.56171  12.62544  1.60590
C  25.80712  8.05132  3.94267
C  24.93724  7.88402  1.68747
C  24.96878  7.42682  3.05037
C  33.91052  12.68270  2.85879
C  28.07432  10.92865  -1.68553
C  27.61734  12.20364  -1.91149
C  27.56264  11.67561  -4.22364
C  26.65490  9.08596  3.47724
C  35.81436  13.33586  1.41199
H  29.98019  8.21463  7.00478
H  28.41422  7.61635  6.46638
H  27.22374  9.77521  4.08366
H  29.39045  10.13098  2.37783
H  25.88696  7.70580  4.96278
H  24.45179  6.51272  3.30247
H  31.34405  15.01429  6.15152
H  27.26422  11.93318  -5.22913
H  22.31329  14.47500  3.82560
H  25.91055  9.34395  0.36762
H  28.26685  10.64085  -0.66253
H  21.57518  13.94260  1.57198
H  26.79503  13.55455  -3.47159
H  36.30015  14.11601  4.62433
H  23.04991  12.49085  0.05967
H  30.59255  11.17535  3.17456
H  37.33393  14.36786  2.36027
H  28.83533  9.17267  -2.64193
H  34.01417  12.16588  0.79633
H  26.07060  12.90174  3.11351
H  25.36497  12.09839  0.84069
H  32.89972  12.35024  3.04361
H  36.32098  13.35809  0.45845
H  32.41141  14.62907  4.74084
H  27.46861  12.81058  -1.03064
H  24.32411  7.46611  0.90272

Properties
HOMO-LUMO gap (spin up / spin down): 6.72 / 2.41 eV
E: -3871.79604 hartree
Largest force on an atom: 3.3 eV/Å
LUMO energy (spin up / spin down): -0.162 / -0.320 hartree
<S²>: 0.765
Charge: +1
2S+1: 2

Atom charges from the Löwdin analysis, given in e for atoms 1 to 6: number 1, Cl, carries 0.458; number 2, Cl, carries 0.544; number 3, Cl, carries 0.539; number 4, Cl, carries 0.485; number 5, Cl, carries 0.501; number 6, Cl, carries 0.478

=====

What did the fourth record say?
The following is a DFT calculation (wB97M-V/def2-TZVPD) of a cluster of 2 separate species, C4H12N3 in total at a distorted geometry.

Geometry (Å):
N  0.93474  3.33010  1.49263
N  -0.03684  -0.72684  0.91336
N  0.73800  1.65411  -0.17545
C  -1.15606  -3.26317  -1.76970
C  -1.15200  -2.22955  -0.68085
C  -0.03025  -1.74776  -0.14499
C  0.76959  2.88522  0.22129
H  -0.48935  -2.94600  -2.59996
H  0.94806  -2.05116  -0.48301
H  0.54920  -0.96131  1.71520
H  -2.18004  -3.28664  -2.19645
H  0.83142  1.57084  -1.17350
H  0.60632  3.72623  -0.46871
H  -2.14097  -2.00349  -0.27049
H  -0.96374  -0.54741  1.26690
H  -0.83269  -4.27035  -1.48949
H  0.49786  4.24095  1.66155
H  0.31937  0.24866  0.47012
H  0.81568  2.60967  2.19956

Properties
HOMO-LUMO gap: 10.89 eV
E: -323.62355 hartree
Largest force on an atom: 1.5 eV/Å
LUMO energy: -0.106 hartree
Charge: +1

Atom charges from the Löwdin analysis, given in e for atoms 1 to 6: number 1, N, carries 0.111; number 2, N, carries 0.129; number 3, N, carries 0.044; number 4, C, carries -0.087; number 5, C, carries -0.126; number 6, C, carries -0.111

=====

Among the records above, which one has the lowest largest force on an atom?
C5H9N